# 1
The following is a quantum chemistry calculation of one molecule with the formula C4H12N2O2 in a non-equilibrium geometry, from the Open Molecules 2025 dataset.

```
20
Properties=species:S:1:pos:R:3:lowdin_charge:R:1
C -0.83 -2.57 0.87 -0.130
N -0.29 -1.21 0.69 -0.103
C -0.02 -0.95 -0.71 -0.209
C 0.25 0.55 -0.96 -0.371
O 0.97 0.60 -2.16 -0.025
C 1.16 1.06 0.16 -0.228
O 0.44 1.51 1.22 -0.190
N -0.48 2.49 0.73 0.040
H -1.24 -2.74 1.89 0.089
H -1.65 -2.89 0.20 0.071
H -0.11 -3.30 0.68 0.048
H -0.95 -0.48 0.99 0.111
H 0.86 -1.43 -1.03 0.108
H -0.80 -1.34 -1.35 0.111
H -0.73 1.04 -0.99 0.135
H 0.80 1.40 -2.65 0.095
H 1.84 0.26 0.50 0.142
H 1.79 1.92 -0.23 0.137
H 0.10 3.27 0.62 0.059
H -1.10 2.79 1.51 0.110
```

Structure (SMILES): CNC[C@H](O)CON
Total charge: 0
Calculated total energy: -419.48844 a.u.

***

# 2
The following is a quantum chemistry calculation of a 2-piece molecular cluster, C4H12N2O2 overall in a non-equilibrium geometry, from the Open Molecules 2025 dataset.

```
20
Properties=species:S:1:pos:R:3:lowdin_charge:R:1
C -2.06 -0.19 1.77 -0.056
N -1.01 -0.31 0.79 0.002
C 0.03 -1.09 0.88 -0.511
O 0.42 -1.60 1.96 0.007
C 0.83 -1.36 -0.42 -0.118
C 1.95 -0.38 -0.65 -0.331
N 1.57 1.00 -0.74 -0.003
H -1.89 -0.42 2.83 0.097
H -2.88 -0.82 1.39 0.091
H -2.36 0.87 1.68 0.090
H -1.03 0.20 -0.09 0.123
H 1.33 -2.34 -0.27 0.126
H 0.27 -1.41 -1.37 0.119
H 2.64 -0.56 0.20 0.120
H 2.50 -0.62 -1.58 0.120
H 2.43 1.54 -0.90 0.087
H 1.28 1.20 0.23 0.080
O -1.51 2.40 -1.70 -0.092
H -1.79 1.99 -2.55 0.051
H -0.71 1.89 -1.44 -0.002
```

Structure (SMILES): CNC(=O)CCN.O
Total charge: 0
Calculated total energy: -419.59328 a.u.

***

# 3
The following is a quantum chemistry calculation of a 2-piece molecular cluster, C4H12N2O2 overall in a non-equilibrium geometry, from the Open Molecules 2025 dataset.

```
20
Properties=species:S:1:pos:R:3:lowdin_charge:R:1
C -1.37 0.10 1.62 -0.301
N -2.39 0.63 0.87 0.107
N -0.39 0.87 2.10 0.085
H -2.07 1.19 0.09 0.104
H -3.12 -0.02 0.61 0.103
H -0.38 1.79 1.68 0.103
H 0.66 0.46 1.78 0.115
H -1.61 -0.79 2.19 0.141
H -0.42 -0.79 0.49 0.114
C 1.05 1.20 -1.66 -0.106
C 0.92 -1.90 -0.84 -0.014
C 0.60 -0.60 -0.11 -0.625
O 0.06 0.40 -1.04 -0.185
O 1.49 -0.15 0.73 -0.123
H 1.63 0.62 -2.40 0.083
H 0.53 2.00 -2.17 0.081
H 1.74 1.63 -0.93 0.082
H 0.10 -2.20 -1.49 0.078
H 1.13 -2.68 -0.11 0.080
H 1.82 -1.75 -1.44 0.078
```

Total charge: 0
Calculated total energy: -419.52545 a.u.